{"formula": "C35H39N5O2SSm", "method": "the ωB97M-V functional and the def2-TZVPD basis", "multiplicity": 6, "orbital_gap_ha": [0.217, 0.219], "s2": 8.761, "fmax_ev_per_a": 2.5, "e_tot_ha": -2837.36737, "charge": 1, "species": ["Sm", "C", "N", "C", "C", "C", "C", "C", "C", "C", "N", "C", "C", "C", "C", "C", "C", "N", "C", "C", "H", "H", "H", "H", "H", "H", "H", "H", "H", "H", "H", "H", "H", "H", "H", "H", "H", "H", "H", "H", "C", "O", "C", "C", "C", "C", "C", "C", "N", "N", "C", "C", "O", "C", "C", "C", "C", "C", "C", "C", "C", "H", "H", "H", "H", "H", "H", "H", "H", "H", "H", "H", "H", "H", "C", "S", "C", "H", "H", "H", "H", "H", "H"], "xyz": [[-0.623286, -0.709228, 0.098882], [-3.385286, 1.270272, 0.781882], [-2.685286, 0.931572, -0.473018], [-3.672086, 0.492072, -1.464318], [-1.899786, 2.074772, -0.920618], [-2.309186, 2.945072, -1.914518], [-1.513186, 4.018872, -2.279618], [-0.275486, 4.199672, -1.689818], [0.158014, 3.337272, -0.703018], [-0.658186, 2.288572, -0.264618], [-0.330786, 1.406872, 0.759982], [0.089714, 1.850872, 1.985582], [0.214114, 3.206772, 2.346182], [0.542714, 3.581372, 3.629082], [0.751714, 2.622072, 4.607182], [0.598714, 1.285872, 4.288682], [0.274314, 0.885572, 3.002882], [0.016714, -0.528728, 2.693082], [1.180314, -1.329228, 3.115582], [-1.211186, -0.968928, 3.413182], [-4.137586, 2.051872, 0.613182], [-2.671186, 1.633772, 1.524782], [-3.893986, 0.381472, 1.168282], [-4.124786, -0.439828, -1.119818], [-3.170486, 0.321972, -2.417318], [-4.481886, 1.220172, -1.598518], [-3.257186, 2.816572, -2.411518], [-1.867986, 4.712272, -3.022518], [0.348214, 5.025472, -1.990018], [1.137114, 3.458272, -0.264718], [0.007214, 3.963772, 1.606682], [0.614314, 4.628672, 3.881482], [0.996414, 2.907272, 5.617282], [0.711514, 0.554872, 5.074882], [1.401814, -1.216128, 4.182482], [2.058414, -1.011928, 2.548082], [0.994414, -2.385228, 2.927182], [-1.019586, -1.869128, 3.996682], [-2.027386, -1.178528, 2.706282], [-1.553686, -0.195828, 4.104782], [-0.480486, -4.581828, 1.267682], [0.169014, -3.415328, 0.775282], [1.558014, -3.500028, 0.720982], [2.302014, -4.506428, 1.316782], [3.687214, -4.496128, 1.225482], [4.340614, -3.498028, 0.522182], [3.613714, -2.492528, -0.081318], [2.220914, -2.463828, 0.024382], [1.425714, -1.470828, -0.542418], [2.091714, -0.535028, -1.158818], [1.503414, 0.361172, -1.949018], [0.147514, 0.243372, -2.449318], [-0.668186, -0.654128, -2.018918], [-0.222986, 1.094672, -3.534718], [0.611314, 2.048072, -4.021918], [1.933614, 2.213072, -3.531718], [2.815314, 3.154272, -4.089118], [4.117014, 3.234972, -3.655918], [4.557414, 2.401572, -2.625418], [3.703914, 1.493572, -2.045218], [2.384914, 1.365472, -2.497318], [-0.332586, -4.702928, 2.345582], [-0.118686, -5.475128, 0.752682], [-1.540986, -4.456828, 1.063682], [1.825914, -5.304828, 1.861582], [4.246114, -5.278728, 1.712882], [5.417114, -3.507628, 0.449782], [4.100314, -1.701428, -0.630618], [-1.214286, 0.970772, -3.946618], [0.280914, 2.700672, -4.816018], [2.460814, 3.801872, -4.878018], [4.802714, 3.930872, -4.115318], [5.578314, 2.468972, -2.280118], [4.042514, 0.852472, -1.246618], [-2.733886, -3.145528, -1.738118], [-2.830186, -2.609528, -0.008718], [-4.509886, -3.182528, 0.408182], [-2.705486, -4.232128, -1.784818], [-1.819786, -2.723228, -2.154318], [-3.597386, -2.764128, -2.277518], [-5.223786, -2.763228, -0.293018], [-4.730886, -2.847528, 1.415982], [-4.534886, -4.267728, 0.367582]], "forces_ev_per_angstrom": [[-1.4565, -0.2566, 2.0612], [-0.0020, 0.0706, 0.1621], [-0.0664, 0.3084, 0.0311], [0.0313, -0.0146, -0.0375], [0.4179, 0.0455, 0.3312], [-0.0880, 0.0431, 0.0336], [-0.0142, 0.0137, 0.0227], [-0.1017, 0.0806, -0.0196], [-0.1646, -0.3292, 0.0420], [-0.5107, 0.3271, -0.3131], [0.3220, -0.2521, -0.2925], [-0.0035, 0.0481, 0.8519], [-0.0869, -0.2375, -0.2433], [0.0314, -0.0946, 0.1953], [-0.0055, 0.0504, 0.1052], [0.0364, -0.0221, -0.0602], [0.0010, 0.4737, -0.4113], [0.0651, 0.3596, 0.4172], [0.1852, -0.1475, 0.0137], [-0.0232, 0.0308, -0.1065], [0.0548, -0.0762, -0.0117], [-0.0819, -0.0837, -0.1026], [0.0436, 0.0220, -0.0333], [0.0678, 0.0684, -0.0273], [-0.0839, -0.0491, 0.0336], [0.1027, -0.0025, -0.0116], [-0.1278, -0.0731, -0.0224], [-0.0370, 0.0979, -0.1849], [0.1407, 0.1085, -0.0774], [0.0767, 0.0155, 0.0832], [0.0276, 0.0647, 0.0112], [0.0280, 0.1000, -0.0216], [0.0508, 0.0459, 0.1063], [0.0201, -0.1396, 0.0737], [-0.0497, 0.0219, -0.1014], [-0.0724, -0.0650, 0.0560], [-0.0055, 0.0414, -0.0498], [-0.0125, -0.0903, -0.1155], [-0.0037, -0.0139, 0.0817], [-0.0197, -0.0981, -0.1500], [-0.2516, -0.3422, 0.1507], [0.5232, 0.1721, -0.0652], [0.2549, 0.4856, -0.4034], [-0.1745, 0.0223, 0.0077], [-0.0527, 0.0793, -0.0515], [0.0352, -0.1245, 0.1238], [-0.3608, 0.0813, 0.0702], [0.4124, -0.8798, 0.4677], [1.0224, 1.0265, -0.9329], [-0.0500, -1.3401, 0.5906], [-1.1520, 0.0520, -0.1569], [1.1637, 0.3982, -0.8522], [-0.2840, 0.0129, -1.1753], [-0.0464, 0.0081, -0.0590], [-0.2148, -0.3143, 0.1706], [0.4304, -0.1586, 0.3249], [0.0823, -0.0380, 0.0491], [-0.1206, 0.0755, -0.0930], [-0.0419, -0.0516, 0.0648], [0.0477, 0.0210, 0.0009], [0.1628, 0.3727, -0.2844], [0.0686, 0.0709, -0.0743], [0.0293, 0.1017, 0.0007], [0.1809, -0.0192, 0.0784], [-0.0767, -0.0380, 0.0491], [0.0772, -0.0954, 0.0138], [0.0816, 0.0243, -0.0266], [0.0293, -0.0234, -0.0441], [-0.0553, -0.0364, 0.0271], [-0.0953, 0.0402, -0.1284], [-0.0381, 0.0384, -0.0947], [0.0134, 0.0930, -0.0035], [0.0789, 0.0133, 0.0227], [0.0673, 0.0122, 0.0489], [0.1159, 0.0286, 0.2600], [-0.8311, -0.4249, -0.2640], [0.4573, 0.2242, 0.0000], [0.0099, 0.0067, -0.0251], [-0.0820, -0.0698, -0.0823], [0.0188, 0.0436, -0.0663], [-0.0718, 0.0767, -0.0326], [-0.0605, 0.0216, 0.0745], [0.0111, -0.0388, 0.0000]], "mulliken_charge": [-0.207, -1.027, 1.376, -1.014, -0.161, -0.374, -1.169, -1.123, 0.025, -0.386, 1.193, 0.751, -1.205, -1.010, -0.949, -0.235, -0.376, 1.267, -1.192, -0.800, 0.343, 0.229, 0.288, 0.054, 0.239, 0.406, 0.400, 0.454, 0.465, 0.723, 0.505, 0.430, 0.413, 0.426, 0.429, 0.354, 0.176, 0.281, 0.143, 0.351, -0.893, 0.480, 0.264, -0.540, -0.791, -0.867, -0.527, 0.326, 0.522, -0.669, 0.115, 0.965, -0.346, -0.925, -0.965, 1.252, -0.995, -0.603, -0.813, -0.852, 0.970, 0.364, 0.449, 0.030, 0.458, 0.442, 0.426, 0.447, 0.438, 0.441, 0.447, 0.422, 0.434, 0.396, -1.087, 0.299, -1.223, 0.434, 0.207, 0.405, 0.381, 0.375, 0.411]}

{"formula": "C35H40ClN3O8", "method": "the ωB97M-V functional and the def2-TZVPD basis", "orbital_gap_ha": 0.270, "fmax_ev_per_a": 15.8, "e_tot_ha": -2583.57429, "species": ["C", "C", "N", "C", "C", "N", "C", "C", "H", "H", "H", "H", "H", "H", "H", "H", "H", "H", "H", "Cl", "N", "C", "C", "C", "C", "C", "H", "H", "H", "H", "H", "C", "C", "C", "C", "C", "C", "O", "O", "H", "H", "H", "H", "H", "H", "C", "C", "C", "C", "C", "C", "O", "O", "H", "H", "H", "H", "H", "H", "C", "C", "C", "C", "C", "C", "O", "O", "H", "H", "H", "H", "H", "H", "C", "C", "C", "C", "C", "C", "O", "O", "H", "H", "H", "H", "H", "H"], "xyz": [[2.371399, -2.564879, 0.567748], [1.721534, -1.189651, 0.503295], [0.816874, -0.903723, -0.583516], [1.188442, -0.965127, -1.893337], [0.024564, -0.611199, -2.650756], [-0.991058, -0.351665, -1.672669], [-0.505455, -0.581670, -0.490479], [-2.266571, 0.121766, -1.957684], [2.984872, -2.849531, 1.301284], [2.966532, -2.753343, -0.388436], [1.580398, -3.442792, 0.534317], [2.496694, -0.639488, 0.400552], [1.236925, -0.744361, 1.374547], [2.202407, -1.113433, -2.151859], [0.013131, -0.458560, -3.739071], [-1.149003, -0.293368, 0.367132], [-2.766885, 0.906472, -1.189009], [-3.158104, -0.649313, -2.068406], [-2.259598, 0.924065, -2.658570], [0.682985, 1.946731, 2.385422], [-2.568655, 0.628943, -5.955976], [-2.689839, 1.891981, -5.751249], [-2.247284, 2.911326, -6.587518], [-1.867745, 2.607455, -7.963944], [-1.891079, 1.234049, -8.291689], [-2.172565, 0.300864, -7.276769], [-3.136576, 2.045075, -4.804254], [-2.469746, 4.042580, -6.125859], [-1.425546, 3.297763, -8.734789], [-1.702646, 0.747923, -9.225308], [-2.376475, -0.818954, -7.580692], [2.842282, -2.319121, 6.581534], [2.715706, -1.874710, 5.061316], [2.856248, -0.437002, 4.854703], [3.042250, 0.438976, 6.050366], [3.047287, -0.057039, 7.338714], [3.017014, -1.422600, 7.636595], [3.260255, -1.989187, 8.816309], [2.829979, -0.046799, 3.599751], [2.576252, -3.266787, 6.550172], [2.750596, -2.551328, 4.434613], [3.197035, 1.410736, 5.906338], [3.021466, 0.635687, 7.845254], [3.013449, -2.879590, 9.064563], [2.438003, 0.643262, 3.339835], [5.482112, -1.122946, -0.225899], [6.314672, -2.153987, 0.619222], [7.060134, -1.494936, 1.586650], [6.915737, -0.138458, 1.924626], [6.159632, 0.770804, 1.184509], [5.376611, 0.281299, 0.096899], [4.613046, 1.109783, -0.725488], [7.935183, -2.270532, 2.356699], [4.879172, -1.582051, -0.917569], [6.299640, -3.316967, 0.515379], [7.522324, 0.342848, 2.696501], [6.130774, 1.888689, 1.345920], [4.152801, 1.765189, -0.108793], [8.462956, -1.749602, 2.992731], [-5.873598, 3.526148, -3.579175], [-6.089359, 2.189577, -2.795065], [-5.364627, 2.089598, -1.544213], [-4.474837, 3.092691, -1.217463], [-4.202842, 4.239441, -1.987208], [-4.896356, 4.458414, -3.143299], [-4.485967, 5.469668, -3.959445], [-5.436657, 0.954103, -0.748674], [-6.593015, 3.946146, -4.213009], [-6.817340, 1.468199, -3.167243], [-3.792075, 3.020588, -0.246417], [-3.433426, 4.925059, -1.604523], [-4.926154, 5.711149, -4.788319], [-6.336979, 0.482981, -0.891793], [-4.046061, -1.864773, 1.119325], [-3.118722, -3.122037, 0.935426], [-1.900970, -3.046143, 1.676960], [-1.585862, -2.037842, 2.631320], [-2.346572, -0.905503, 2.683179], [-3.563860, -0.807212, 1.985285], [-4.399964, 0.357488, 1.958165], [-1.212771, -4.178557, 1.540769], [-4.948699, -1.760161, 0.649037], [-3.308244, -3.827046, 0.141050], [-0.722428, -2.232092, 3.101696], [-2.099801, -0.118483, 3.314304], [-4.039190, 1.155240, 1.992043], [-0.538169, -4.476204, 2.043378]], "forces_ev_per_angstrom": [[-4.3558, -2.4310, -4.9804], [-3.6064, -2.6824, 2.2838], [-1.5261, -0.6573, -0.1809], [-4.0845, 1.4148, -1.2904], [2.3883, -0.4006, 1.8614], [2.6881, -1.0323, -2.6737], [0.9367, 0.5670, 1.8054], [-5.7333, 1.8562, 1.7381], [2.3641, 0.0052, 3.3382], [-0.7227, 0.4060, 1.0644], [1.1748, 1.6945, 0.0539], [5.0779, 4.5090, -0.9976], [0.0086, -0.6807, 0.4362], [0.6031, -0.2598, -0.4244], [-0.7242, -0.0255, 0.8610], [1.1573, -0.7070, -0.1045], [1.6583, -2.3208, -0.3853], [2.3223, 1.3501, -0.2129], [0.2872, -0.3326, -1.7792], [0.0551, -0.3926, -0.2579], [0.9252, -3.0081, -4.2196], [0.6694, 1.1687, 0.3241], [-0.9067, 3.1956, -1.4694], [0.4948, -0.1839, 1.6370], [-0.3153, -0.6397, 2.2143], [-1.9067, -1.0788, 1.0418], [-0.2854, 1.1328, 0.9793], [1.0396, -3.0869, -1.7009], [-0.9504, -0.3235, 1.2178], [0.2503, 0.5590, -0.7473], [0.9720, 2.2849, 0.8447], [0.0465, 6.2220, -5.5934], [1.1243, 9.4223, 11.6157], [-0.2228, -2.4962, 3.2088], [-1.1166, -6.3451, -2.4640], [0.3837, -11.0594, -9.6726], [-0.6293, -2.5770, -3.1172], [0.7121, 1.5897, 3.3053], [5.6138, -8.5336, 1.3572], [-0.5554, -4.6796, 1.2679], [-0.0979, -6.2712, -6.4516], [0.2644, 3.9440, -0.6064], [0.0976, 11.6135, 10.7086], [-0.4210, -0.0802, -1.0669], [-5.3834, 9.2469, -2.6644], [2.3893, -0.3962, 4.2776], [-1.7547, 2.8758, -1.6662], [0.4896, -1.0285, 1.3334], [0.0851, 1.6147, -0.8654], [-0.8407, -0.0568, -0.9449], [1.1705, -2.5489, -0.2511], [-0.5708, 0.6021, 1.9466], [-0.1404, 0.2618, -0.1499], [-1.3538, -0.5503, -1.8850], [0.0827, 2.6144, -0.1110], [-0.0457, -0.6617, 0.0164], [0.1954, -1.5064, 0.2514], [0.8132, -1.1448, -1.2937], [-0.6674, -0.0957, -0.6180], [0.7376, -2.9895, 4.1457], [1.5457, 4.6455, -0.1949], [-1.3888, -0.9506, -2.6107], [2.4291, 0.9270, 2.2335], [0.4616, -0.8347, 1.5392], [-1.1754, -1.5188, -2.1196], [0.6706, 1.2648, 0.3256], [-2.0743, -0.4435, -0.6398], [-0.9087, -0.3069, -1.5722], [0.2156, 0.1972, 0.2763], [-1.8156, -0.1673, -2.0479], [-0.4539, -0.2547, -0.4611], [-0.4769, -0.8787, 0.6449], [2.3153, 1.3242, 0.2808], [6.1799, -2.0437, 2.2396], [-1.3718, 5.9003, 1.5560], [-2.6507, -0.1031, 0.3792], [-2.6959, -1.0907, -3.6776], [-1.6306, -0.3926, -0.5237], [-1.3884, -0.2734, -2.3584], [-2.1335, -7.2108, 0.2119], [-2.1578, -0.5417, -3.5902], [-2.0204, 0.1784, -1.2275], [-0.0469, -0.3082, 0.3502], [3.0246, 0.0575, 2.1593], [0.6642, 1.3571, 1.0444], [3.2317, 5.0108, 0.4355], [3.2901, -0.4298, 3.0574]], "mulliken_charge": [-1.240, -0.133, 0.425, -0.154, -0.751, 0.447, -0.349, -0.720, 0.571, 0.237, 0.200, -0.069, 0.333, 0.433, 0.410, 0.493, 0.023, 0.211, 0.440, -0.800, -0.384, 0.043, -0.562, -0.246, -0.289, -0.214, 0.536, 0.164, 0.345, 0.368, 0.255, -0.505, -1.005, 0.287, -0.580, -0.945, 0.441, -0.550, -0.052, 0.385, 0.923, 0.533, 0.769, 0.321, -0.114, -0.608, -0.612, 0.801, -0.551, -0.569, 0.473, -0.579, -0.557, 0.634, 0.320, 0.262, 0.306, 0.362, 0.299, -0.767, -0.771, 0.524, -0.078, -0.597, 0.623, -0.538, -0.334, 0.458, 0.362, 0.167, 0.401, 0.324, 0.296, -0.596, -0.765, 0.748, -0.876, -0.623, 0.340, -0.528, -0.518, 0.612, 0.424, 0.764, 0.449, 0.280, 0.305]}